Formula: C40H60IO30
Source: the OMol25 dataset
Level of theory: ωB97M-V/def2-TZVPD

Atoms and positions in Å:
1 I -14.197 -4.855 0.595
2 C -8.178 -6.452 -1.318
3 C -9.439 -7.103 -1.921
4 C -10.681 -6.199 -2.067
5 O -11.143 -6.464 -3.323
6 C -10.303 -7.230 -3.954
7 O -10.414 -7.528 -5.174
8 O -9.187 -7.348 -3.268
9 H -8.326 -6.089 -0.301
10 H -7.905 -5.545 -1.858
11 H -7.277 -7.061 -1.241
12 H -9.681 -7.959 -1.291
13 H -10.368 -5.160 -1.956
14 H -11.462 -6.450 -1.350
15 C -13.127 -7.737 4.477
16 C -13.866 -8.236 3.237
17 C -12.922 -8.713 2.200
18 O -13.471 -9.982 1.798
19 C -14.541 -10.305 2.513
20 O -15.266 -11.299 2.368
21 O -14.821 -9.265 3.429
22 H -12.220 -7.161 4.291
23 H -12.949 -8.567 5.160
24 H -13.815 -7.064 4.988
25 H -14.349 -7.335 2.858
26 H -11.892 -8.879 2.513
27 H -12.823 -7.986 1.393
28 C -16.972 -2.188 2.649
29 C -17.056 -0.875 1.972
30 C -17.371 -0.980 0.546
31 O -18.267 0.026 0.233
32 C -18.825 0.446 1.362
33 O -19.648 1.342 1.427
34 O -18.231 -0.192 2.397
35 H -16.010 -2.633 2.396
36 H -17.650 -3.002 2.395
37 H -17.083 -2.087 3.729
38 H -16.182 -0.226 2.024
39 H -17.888 -1.910 0.309
40 H -16.488 -0.908 -0.088
41 C -10.526 -6.094 2.052
42 C -9.689 -6.126 3.368
43 C -8.190 -6.353 3.181
44 O -7.645 -5.481 4.132
45 C -8.550 -4.587 4.545
46 O -8.282 -3.582 5.175
47 O -9.802 -4.978 4.094
48 H -11.601 -6.123 2.232
49 H -10.146 -6.878 1.397
50 H -10.259 -5.135 1.608
51 H -10.119 -6.901 4.003
52 H -7.862 -6.215 2.151
53 H -7.999 -7.414 3.342
54 C -15.968 -8.609 -0.534
55 C -16.006 -7.512 -1.613
56 C -14.853 -7.536 -2.565
57 O -15.366 -7.142 -3.862
58 C -16.647 -7.417 -3.849
59 O -17.375 -7.354 -4.849
60 O -17.076 -7.651 -2.548
61 H -16.863 -8.480 0.075
62 H -15.075 -8.445 0.070
63 H -15.951 -9.602 -0.982
64 H -16.110 -6.559 -1.094
65 H -14.428 -8.535 -2.667
66 H -14.053 -6.884 -2.214
67 C -14.050 -3.801 -3.482
68 C -12.882 -3.910 -4.545
69 C -13.037 -4.950 -5.652
70 O -12.763 -4.217 -6.786
71 C -12.744 -2.898 -6.488
72 O -12.676 -2.035 -7.331
73 O -12.842 -2.709 -5.226
74 H -15.034 -3.565 -3.889
75 H -13.785 -3.160 -2.641
76 H -14.179 -4.822 -3.121
77 H -11.964 -4.080 -3.982
78 H -14.028 -5.405 -5.664
79 H -12.376 -5.787 -5.426
80 C -17.735 -3.975 -1.808
81 C -18.573 -3.869 -3.126
82 C -19.632 -4.883 -3.307
83 O -20.736 -4.163 -3.587
84 C -20.452 -2.854 -3.503
85 O -21.288 -1.970 -3.749
86 O -19.251 -2.670 -3.034
87 H -17.054 -4.824 -1.760
88 H -18.352 -3.892 -0.913
89 H -17.149 -3.072 -1.636
90 H -17.948 -3.781 -4.015
91 H -19.695 -5.433 -2.369
92 H -19.409 -5.648 -4.051
93 C -18.122 -6.151 1.644
94 C -17.170 -6.720 2.694
95 C -16.613 -5.742 3.808
96 O -16.951 -6.413 5.020
97 C -17.842 -7.355 4.771
98 O -18.425 -7.908 5.707
99 O -17.982 -7.507 3.453
100 H -18.822 -5.463 2.117
101 H -18.554 -6.961 1.056
102 H -17.486 -5.576 0.970
103 H -16.377 -7.273 2.191
104 H -17.186 -4.815 3.843
105 H -15.552 -5.495 3.758
106 C -12.800 -3.618 4.442
107 C -12.059 -2.638 3.517
108 C -13.104 -1.831 2.719
109 O -12.563 -0.541 2.800
110 C -11.676 -0.486 3.832
111 O -11.267 0.512 4.382
112 O -11.521 -1.683 4.335
113 H -13.622 -3.229 5.042
114 H -12.036 -4.094 5.058
115 H -13.255 -4.429 3.874
116 H -11.286 -2.944 2.812
117 H -14.058 -1.813 3.245
118 H -13.228 -2.253 1.722
119 C -10.867 -1.962 -0.430
120 C -10.059 -2.178 -1.690
121 C -9.424 -0.892 -2.204
122 O -8.012 -1.102 -2.254
123 C -7.723 -2.312 -1.766
124 O -6.593 -2.673 -1.432
125 O -8.882 -2.934 -1.442
126 H -11.816 -1.474 -0.652
127 H -10.294 -1.348 0.265
128 H -11.168 -2.897 0.043
129 H -10.544 -2.668 -2.533
130 H -9.601 0.004 -1.610
131 H -9.759 -0.650 -3.213

Results
E_tot: -111982.647 eV
E_HOMO: -7.17 eV
Total charge: -1
Orbital gap: 8.3 eV

These are the Mulliken partial charges, in e, on atoms 1 to 6: I -0.53; C -1.25; C 0.63; C 0.74; O -0.03; C 0.49

***

Formula: C40H60O20
Source: the OMol25 dataset
Level of theory: ωB97M-V/def2-TZVPD

Atoms and positions in Å:
1 O -5.067 -6.353 -1.787
2 C -4.146 -5.675 -1.445
3 O -3.564 -5.781 -0.225
4 C -2.401 -4.953 -0.147
5 C -2.599 -3.868 -1.208
6 C -3.452 -4.600 -2.245
7 H -1.505 -5.543 -0.375
8 H -2.335 -4.606 0.880
9 H -1.741 -3.336 -1.609
10 H -3.211 -3.099 -0.726
11 H -2.827 -5.121 -2.977
12 H -4.158 -3.954 -2.757
13 O -2.136 -0.554 -0.480
14 C -1.383 -0.158 0.369
15 O -1.796 0.151 1.621
16 C -0.644 0.467 2.454
17 C 0.578 0.076 1.630
18 C 0.055 0.260 0.211
19 H -0.709 -0.098 3.378
20 H -0.632 1.544 2.628
21 H 0.850 -0.979 1.709
22 H 1.462 0.657 1.868
23 H 0.589 -0.213 -0.606
24 H -0.087 1.319 -0.056
25 O 1.446 0.006 -6.172
26 C 0.705 -0.417 -5.334
27 O 0.941 -1.568 -4.670
28 C -0.203 -1.988 -3.918
29 C -1.125 -0.767 -3.794
30 C -0.608 0.172 -4.889
31 H 0.086 -2.390 -2.951
32 H -0.688 -2.754 -4.525
33 H -1.130 -0.335 -2.797
34 H -2.140 -1.097 -4.015
35 H -0.494 1.157 -4.431
36 H -1.306 0.331 -5.708
37 O -4.855 0.455 -5.135
38 C -5.094 0.798 -4.014
39 O -4.339 0.385 -2.970
40 C -4.768 1.000 -1.758
41 C -5.459 2.283 -2.218
42 C -6.115 1.816 -3.525
43 H -3.914 1.187 -1.113
44 H -5.445 0.363 -1.181
45 H -4.658 2.993 -2.436
46 H -6.147 2.701 -1.489
47 H -6.196 2.616 -4.253
48 H -7.072 1.345 -3.304
49 O 0.955 1.811 6.969
50 C 1.559 0.840 6.631
51 O 1.137 0.035 5.628
52 C 2.222 -0.756 5.119
53 C 3.188 -0.898 6.296
54 C 2.883 0.319 7.158
55 H 2.606 -0.227 4.241
56 H 1.909 -1.729 4.743
57 H 4.237 -0.987 6.013
58 H 2.971 -1.840 6.804
59 H 3.611 1.127 7.036
60 H 2.871 0.125 8.228
61 O -5.620 4.434 0.903
62 C -4.904 4.253 1.844
63 O -5.161 3.317 2.778
64 C -4.060 3.136 3.682
65 C -2.879 3.896 3.054
66 C -3.598 4.933 2.172
67 H -3.774 2.090 3.739
68 H -4.374 3.597 4.614
69 H -2.175 3.321 2.450
70 H -2.271 4.350 3.837
71 H -3.062 5.278 1.294
72 H -3.732 5.816 2.806
73 O 3.478 -1.008 1.653
74 C 4.632 -1.168 1.388
75 O 5.015 -1.862 0.307
76 C 6.436 -2.163 0.346
77 C 7.012 -1.142 1.333
78 C 5.823 -0.821 2.236
79 H 6.752 -1.985 -0.680
80 H 6.636 -3.200 0.607
81 H 7.521 -0.309 0.849
82 H 7.845 -1.602 1.876
83 H 5.890 0.176 2.663
84 H 5.809 -1.489 3.103
85 O -0.036 2.925 -1.860
86 C -0.995 3.559 -2.190
87 O -2.006 3.837 -1.322
88 C -2.705 5.005 -1.807
89 C -2.643 4.852 -3.322
90 C -1.254 4.243 -3.529
91 H -2.236 5.917 -1.431
92 H -3.727 4.987 -1.430
93 H -2.816 5.786 -3.853
94 H -3.401 4.122 -3.595
95 H -0.374 4.854 -3.720
96 H -1.310 3.470 -4.297
97 O 1.430 -3.689 2.626
98 C 1.727 -4.357 1.686
99 O 1.826 -5.716 1.784
100 C 2.399 -6.253 0.580
101 C 2.060 -5.221 -0.491
102 C 2.260 -3.946 0.325
103 H 1.982 -7.228 0.341
104 H 3.478 -6.349 0.712
105 H 1.014 -5.266 -0.793
106 H 2.717 -5.245 -1.357
107 H 1.870 -2.989 -0.017
108 H 3.300 -3.690 0.570
109 O 6.594 2.827 -0.850
110 C 5.452 2.477 -0.798
111 O 4.699 2.594 0.314
112 C 3.358 2.076 0.131
113 C 3.368 1.301 -1.179
114 C 4.628 1.816 -1.884
115 H 2.635 2.893 0.202
116 H 3.230 1.514 1.055
117 H 2.537 1.431 -1.869
118 H 3.414 0.230 -0.967
119 H 4.351 2.613 -2.578
120 H 5.222 1.080 -2.418

Results
Energy above the lowest of the compared OMol25 structures with the same formula, charge and spin: 0.0 kcal per mole
E_tot: -83405.185 eV
E_HOMO: -10.07 eV
Total charge: 0
SMILES string: O=C1CCCO1.O=C1CCCO1.O=C1CCCO1.O=C1CCCO1.O=C1CCCO1.O=C1CCCO1.O=C1CCCO1.O=C1CCCO1.O=C1CCCO1.O=C1CCCO1
Orbital gap: 10.2 eV

These are the Mulliken partial charges, in e, on atoms 1 to 6: O -0.57; C 0.39; O -0.38; C -0.37; C 0.56; C -0.42

***

The lowest total charge belongs to which entry?
C40H60IO30

***

Which of these has the lowest E_HOMO?
C40H60O20